(a)
An isolated molecule of C5H9N3O3S, computed with ωB97M-V/def2-TZVPD.

Properties
Highest occupied orbital energy, eV: -8.45
Orbital gap, Ha: 0.2885

Cartesian coordinates (Å):
C (-2.009, -0.699, -0.962)
C (-2.016, -1.151, 0.330)
C (1.218, -1.037, -1.948)
C (0.471, 0.578, -0.238)
C (-2.316, 0.370, 2.159)
N (-1.035, -0.527, -1.808)
N (0.275, -0.393, -1.368)
N (3.937, -1.375, -2.127)
O (2.972, 0.840, -1.711)
O (3.135, -1.002, 0.057)
O (-2.107, -0.986, 1.594)
S (2.818, -0.530, -1.274)
H (-2.978, -0.912, -1.550)
H (1.240, 1.356, -0.565)
H (-0.502, 1.144, 0.050)
H (0.990, -0.100, 0.628)
H (-2.326, 0.211, 3.219)
H (-3.382, 0.582, 1.835)
H (-1.523, 0.934, 1.732)
H (3.744, -2.299, -2.072)
H (4.036, -0.892, -3.081)

=====

(b)
An isolated molecule of C5H9N3O3S, computed with ωB97M-V/def2-TZVPD.

Properties
Highest occupied orbital energy, eV: -9.02
Orbital gap, Ha: 0.3423

Cartesian coordinates (Å):
C (-1.566, 0.143, -0.220)
C (-1.157, 0.622, -1.352)
C (1.570, -0.437, 0.557)
C (-1.283, 1.666, -2.291)
C (-1.923, 0.127, 1.238)
N (-0.341, -0.565, -0.865)
N (0.853, -0.022, -0.428)
N (3.455, 0.276, 2.608)
O (4.137, -0.275, 0.249)
O (2.954, 1.948, 0.686)
O (-0.786, -0.010, 1.959)
S (3.097, 0.488, 0.944)
H (-1.071, 1.267, -3.296)
H (-2.409, 1.940, -2.304)
H (-0.749, 2.582, -2.143)
H (-2.523, 0.993, 1.639)
H (-2.599, -0.740, 1.536)
H (1.028, 0.927, -0.958)
H (4.117, -0.361, 2.859)
H (2.692, 0.185, 3.233)
H (-0.327, -0.842, 1.941)

=====

Which of them is the most stable, and which is the least stable? (b) and (a), in that order.

=====

(a)
A structure of composition C26H19AuN3O2S, computed with ωB97M-V/def2-TZVPD.

Properties
Highest occupied orbital energy, eV: -11.00
Charge: +1
Orbital gap, Ha: 0.2558

Cartesian coordinates (Å):
Au (0.099, -0.932, -0.359)
O (-2.335, 0.522, -0.404)
S (-1.556, 1.687, -0.754)
O (-1.824, 2.406, -1.964)
N (-0.025, 1.127, -0.743)
C (0.953, 1.585, -1.621)
C (1.098, 2.861, -2.115)
C (2.145, 3.171, -3.005)
C (3.054, 2.229, -3.402)
C (2.927, 0.902, -2.934)
C (3.824, -0.132, -3.275)
C (3.643, -1.395, -2.777)
C (2.532, -1.649, -1.964)
N (1.677, -0.700, -1.639)
C (1.857, 0.587, -2.076)
C (-1.753, 2.830, 0.592)
C (-1.484, 4.174, 0.387)
C (-1.605, 5.063, 1.444)
C (-2.006, 4.609, 2.693)
C (-2.303, 3.266, 2.882)
C (-2.179, 2.372, 1.829)
H (0.403, 3.635, -1.833)
H (2.225, 4.187, -3.364)
H (3.873, 2.481, -4.060)
H (4.660, 0.091, -3.926)
H (4.321, -2.202, -3.006)
H (2.333, -2.641, -1.583)
H (-1.209, 4.530, -0.596)
H (-1.402, 6.113, 1.288)
H (-2.110, 5.307, 3.513)
H (-2.655, 2.918, 3.844)
H (-2.456, 1.335, 1.947)
C (-0.864, -0.552, 3.837)
C (-1.262, -1.841, 4.162)
C (-1.231, -2.834, 3.196)
C (-0.817, -2.519, 1.912)
N (-0.480, -1.244, 1.612)
C (-0.480, -0.288, 2.539)
C (-0.640, -3.457, 0.789)
C (-1.009, -4.797, 0.806)
C (-0.866, -5.565, -0.341)
C (-0.375, -5.002, -1.506)
C (0.008, -3.662, -1.539)
C (-0.107, -2.904, -0.390)
H (-0.855, 0.243, 4.568)
H (-1.581, -2.075, 5.168)
H (-1.508, -3.850, 3.436)
H (-0.174, 0.697, 2.215)
H (-1.427, -5.242, 1.700)
H (-1.160, -6.605, -0.328)
H (-0.288, -5.605, -2.400)
H (0.392, -3.233, -2.455)

=====

(b)
A structure of composition C26H19AuN3O2S, computed with ωB97M-V/def2-TZVPD.

Properties
Highest occupied orbital energy, eV: -11.11
Charge: +1
Orbital gap, Ha: 0.2458

Cartesian coordinates (Å):
Au (-0.121, -0.434, -0.046)
O (-3.439, -1.578, 2.241)
S (-3.054, -0.960, 1.002)
O (-2.710, -1.820, -0.110)
N (-1.737, -0.033, 1.177)
C (-1.499, 0.884, 2.192)
C (-2.316, 1.197, 3.249)
C (-1.962, 2.232, 4.141)
C (-0.815, 2.955, 3.987)
C (0.050, 2.663, 2.906)
C (1.269, 3.335, 2.675)
C (2.069, 2.979, 1.624)
C (1.654, 1.950, 0.770)
N (0.520, 1.307, 0.964)
C (-0.301, 1.630, 2.019)
C (-4.351, 0.125, 0.507)
C (-5.642, -0.388, 0.537)
C (-6.692, 0.412, 0.120)
C (-6.450, 1.712, -0.308)
C (-5.158, 2.216, -0.323)
C (-4.096, 1.421, 0.083)
H (-3.230, 0.640, 3.404)
H (-2.625, 2.448, 4.967)
H (-0.546, 3.739, 4.683)
H (1.565, 4.132, 3.345)
H (3.010, 3.472, 1.433)
H (2.252, 1.643, -0.076)
H (-5.818, -1.396, 0.888)
H (-7.701, 0.024, 0.135)
H (-7.274, 2.335, -0.627)
H (-4.975, 3.230, -0.651)
H (-3.086, 1.806, 0.073)
C (-0.075, -4.560, 1.322)
C (0.866, -5.129, 0.479)
C (1.504, -4.350, -0.472)
C (1.181, -3.008, -0.573)
N (0.244, -2.483, 0.247)
C (-0.372, -3.220, 1.173)
C (1.788, -2.031, -1.488)
C (2.711, -2.344, -2.477)
C (3.163, -1.358, -3.343)
C (2.689, -0.060, -3.235)
C (1.770, 0.271, -2.241)
C (1.340, -0.710, -1.370)
H (-0.589, -5.140, 2.075)
H (1.107, -6.180, 0.564)
H (2.251, -4.777, -1.125)
H (-1.117, -2.726, 1.780)
H (3.067, -3.359, -2.594)
H (3.877, -1.610, -4.115)
H (3.031, 0.702, -3.923)
H (1.410, 1.290, -2.154)

=====

Which of them is the most stable, and which is the least stable? (a) and (b), in that order.

=====

(a)
An isolated molecule of C4H3NO2S, computed with ωB97M-V/def2-TZVPD.

Properties
Highest occupied orbital energy, eV: -9.71
Orbital gap, Ha: 0.2740
SMILES: N#C[C@H](O)C(=O)C=S

Cartesian coordinates (Å):
N (-0.201, 1.688, -2.184)
C (-0.417, 0.971, -1.294)
C (-0.923, 0.520, -0.030)
O (-0.770, 1.275, 1.117)
C (-0.132, -0.855, 0.099)
O (-0.878, -1.834, 0.045)
C (1.262, -1.236, 0.336)
S (2.566, -0.363, 0.965)
H (-2.001, 0.257, -0.304)
H (0.043, 1.945, 0.596)
H (1.451, -2.369, 0.655)

=====

(b)
An isolated molecule of C4H3NO2S, computed with ωB97M-V/def2-TZVPD.

Properties
Highest occupied orbital energy, eV: -9.12
Orbital gap, Ha: 0.3136
SMILES: O=c1cc[nH]c(=S)o1

Cartesian coordinates (Å):
O (1.870, -2.159, -0.117)
C (1.071, -1.177, 0.138)
C (1.427, 0.319, -0.080)
C (0.290, 1.188, 0.028)
N (-0.934, 0.738, 0.058)
C (-1.388, -0.588, 0.035)
S (-2.992, -1.031, -0.069)
O (-0.428, -1.409, 0.196)
H (2.421, 0.490, -0.072)
H (0.460, 2.225, -0.326)
H (-1.800, 1.404, 0.211)

=====

Which of them is the most stable, and which is the least stable? (b) and (a), in that order.

=====

(a)
An isolated molecule of C3H8F2N2, computed with ωB97M-V/def2-TZVPD.

Properties
Highest occupied orbital energy, eV: -9.46
Orbital gap, Ha: 0.3859
SMILES: CC(F)(F)C(N)N

Cartesian coordinates (Å):
C (-1.226, -1.430, 0.316)
C (-0.855, 0.027, -0.012)
F (-1.695, 0.874, 0.677)
F (-1.141, 0.380, -1.328)
C (0.688, 0.415, 0.323)
N (1.503, -0.565, -0.432)
N (0.944, 1.767, 0.069)
H (-2.232, -1.751, -0.078)
H (-1.301, -1.561, 1.457)
H (-0.249, -2.079, -0.043)
H (0.864, 0.068, 1.316)
H (1.085, -0.642, -1.407)
H (2.350, -0.178, -0.566)
H (0.645, 2.602, 0.566)
H (0.621, 2.074, -0.858)

=====

(b)
An isolated molecule of C3H8F2N2, computed with ωB97M-V/def2-TZVPD.

Properties
Highest occupied orbital energy, eV: -9.59
Orbital gap, Ha: 0.3848
SMILES: NC[C@H](N)C(F)F

Cartesian coordinates (Å):
N (-2.130, -0.513, 0.218)
C (-0.915, 0.203, 0.699)
C (0.231, 0.153, -0.283)
N (0.754, -1.232, -0.419)
C (1.339, 1.003, 0.143)
F (2.312, 1.071, -0.836)
F (1.834, 0.561, 1.366)
H (-2.508, -0.096, -0.631)
H (-1.799, -1.435, 0.044)
H (-0.517, -0.339, 1.563)
H (-1.196, 1.242, 0.951)
H (-0.245, 0.473, -1.295)
H (1.672, -1.269, -0.865)
H (0.166, -1.814, -0.999)
H (1.002, 1.995, 0.343)

=====

Which of them is the most stable, and which is the least stable? (b) and (a), in that order.

=====

(a)
A cluster of 3 separate species, C21H29NO4 in total, computed with ωB97M-V/def2-TZVPD.

Properties
Highest occupied orbital energy, eV: -8.53
Orbital gap, Ha: 0.3345

Cartesian coordinates (Å):
C (3.086, 0.183, 6.927)
H (2.347, 0.473, 7.690)
O (2.264, -0.010, 5.677)
C (2.847, -0.295, 4.650)
C (1.938, -0.459, 3.719)
C (2.508, -0.988, 2.470)
C (3.858, -1.113, 2.303)
C (4.832, -0.561, 3.168)
C (4.347, -0.265, 4.449)
H (4.930, -0.096, 5.220)
O (6.300, -0.735, 2.981)
C (6.891, -0.937, 1.848)
H (6.360, -1.868, 1.658)
H (6.483, -0.348, 0.994)
H (7.831, -0.820, 2.035)
H (4.290, -1.375, 1.246)
C (1.418, -1.295, 1.384)
O (0.490, -1.936, 1.565)
N (1.952, -0.850, -0.118)
H (2.735, -0.379, -0.060)
C (1.126, -0.977, -1.074)
H (0.614, -2.165, -0.934)
H (1.735, -1.228, -2.087)
C (0.133, -0.073, -1.232)
H (-0.413, 0.313, -0.534)
O (-0.639, -0.022, -2.542)
C (-2.102, 0.362, -2.381)
C (-2.143, 1.764, -2.207)
C (-3.693, 2.001, -2.159)
C (-4.626, 1.105, -1.399)
C (-4.246, -0.250, -1.963)
C (-4.664, -0.288, -3.313)
C (-3.842, 0.512, -4.223)
C (-4.141, 2.022, -3.615)
H (-3.499, 2.668, -4.253)
H (-5.042, 2.165, -4.036)
C (-2.343, 0.354, -4.024)
H (-2.216, -1.101, -4.301)
H (-1.696, 0.820, -4.599)
H (-3.957, 0.303, -5.245)
H (-5.902, -0.302, -3.461)
H (-4.451, -1.705, -3.615)
C (-2.808, -0.666, -1.582)
H (-2.717, -1.661, -1.868)
H (-2.453, -0.524, -0.604)
H (-5.087, -0.914, -1.326)
H (-4.445, 1.255, -0.325)
H (-5.815, 1.427, -1.503)
H (-3.810, 3.227, -2.015)
H (-1.826, 1.805, -0.967)
H (-1.577, 2.476, -2.707)
H (0.677, 1.107, -1.306)
H (0.894, -0.551, 3.612)
H (3.670, -0.652, 7.229)
H (3.596, 1.066, 6.754)

=====

(b)
An isolated molecule of C21H29NO4, computed with ωB97M-V/def2-TZVPD.

Properties
Highest occupied orbital energy, eV: -8.42
Orbital gap, Ha: 0.3343
SMILES: COCc1ccc(CN2CCC[C@](CO)(Cc3cccc(OC)c3)C2)o1

Cartesian coordinates (Å):
C (-4.191, -0.387, -1.196)
O (-4.452, -1.720, -0.819)
C (-3.625, -2.185, 0.216)
C (-2.206, -2.409, -0.214)
C (-1.670, -2.727, -1.426)
C (-0.274, -2.852, -1.223)
C (-0.055, -2.609, 0.100)
C (1.206, -2.576, 0.898)
N (2.085, -1.518, 0.419)
C (3.416, -1.577, 0.998)
C (4.328, -0.585, 0.282)
C (3.752, 0.828, 0.349)
C (2.287, 0.882, -0.112)
C (2.146, 0.673, -1.634)
O (2.596, -0.562, -2.118)
C (1.720, 2.278, 0.248)
C (0.267, 2.458, -0.090)
C (-0.122, 3.035, -1.291)
C (-1.466, 3.166, -1.600)
C (-2.434, 2.720, -0.725)
C (-2.058, 2.148, 0.490)
O (-3.079, 1.727, 1.294)
C (-2.760, 1.117, 2.521)
C (-0.711, 2.036, 0.805)
C (1.503, -0.204, 0.633)
O (-1.229, -2.327, 0.719)
H (-3.172, -0.267, -1.581)
H (-4.331, 0.295, -0.351)
H (-4.904, -0.148, -1.982)
H (-4.070, -3.135, 0.537)
H (-3.635, -1.490, 1.070)
H (-2.207, -2.855, -2.343)
H (0.464, -3.091, -1.960)
H (1.736, -3.526, 0.781)
H (0.945, -2.451, 1.964)
H (3.389, -1.349, 2.079)
H (3.803, -2.591, 0.874)
H (5.315, -0.602, 0.748)
H (4.434, -0.885, -0.760)
H (4.355, 1.500, -0.263)
H (3.803, 1.182, 1.383)
H (1.085, 0.807, -1.897)
H (2.726, 1.436, -2.163)
H (2.283, -1.239, -1.492)
H (1.860, 2.435, 1.320)
H (2.311, 3.028, -0.281)
H (0.628, 3.383, -1.985)
H (-1.760, 3.617, -2.535)
H (-3.483, 2.809, -0.955)
H (-2.233, 1.807, 3.188)
H (-2.153, 0.216, 2.378)
H (-3.713, 0.844, 2.972)
H (-0.404, 1.622, 1.752)
H (1.480, 0.037, 1.713)
H (0.475, -0.222, 0.264)

=====

Which of them is the most stable, and which is the least stable? (b) and (a), in that order.

=====

(a)
A structure of composition CHI2NO2, computed with ωB97M-V/def2-TZVPD.

Properties
Highest occupied orbital energy (spin up / spin down), eV: -9.15 / -8.57
Orbital gap (spin up / spin down), Ha: 0.2928 / 0.2648

Cartesian coordinates (Å):
C (-0.021, -0.909, -0.194)
N (3.208, -1.479, -1.258)
O (4.280, -1.028, -1.405)
O (2.414, -2.083, -1.951)
I (1.712, -1.000, 0.955)
I (-1.790, -2.032, 0.020)
H (-0.467, 0.061, -0.453)

=====

(b)
A cluster of 2 separate species, CHI2NO2 in total, computed with ωB97M-V/def2-TZVPD.

Properties
Highest occupied orbital energy (spin up / spin down), eV: -9.69 / -9.69
Orbital gap (spin up / spin down), Ha: 0.2906 / 0.2907

Cartesian coordinates (Å):
C (-0.348, 0.015, -0.341)
N (0.801, -0.039, 0.645)
O (1.604, 0.846, 0.621)
O (0.819, -0.910, 1.517)
I (-1.047, -1.877, -0.891)
I (0.039, 1.229, -1.879)
H (-1.867, 0.736, 0.327)

=====

Which of them is the most stable, and which is the least stable? (a) and (b), in that order.

=====

(a)
A cluster of 2 separate species, C6H7N3 in total, computed with ωB97M-V/def2-TZVPD.

Properties
Highest occupied orbital energy, eV: -7.47
Orbital gap, Ha: 0.3114
SMILES: C=C=C1N=CNN1.C#C

Cartesian coordinates (Å):
C (-1.853, 1.802, -0.014)
C (-0.638, 1.306, -0.066)
C (0.581, 0.838, 0.022)
N (1.506, 1.088, -0.970)
C (2.523, 0.397, -0.683)
N (2.463, -0.307, 0.517)
N (1.126, -0.058, 1.030)
H (-2.657, 1.389, -0.778)
H (-1.993, 2.668, 0.608)
H (3.293, 0.373, -1.354)
H (3.330, -0.230, 0.992)
H (0.501, -0.784, 1.294)
C (-1.367, -2.127, -0.154)
C (-1.462, -1.211, -0.972)
H (-0.960, -2.795, 0.569)
H (-1.870, -0.546, -1.707)

=====

(b)
An isolated molecule of C6H7N3, computed with ωB97M-V/def2-TZVPD.

Properties
Highest occupied orbital energy (spin up / spin down), eV: -6.40 / -6.74
Orbital gap (spin up / spin down), Ha: 0.2401 / 0.2554

Cartesian coordinates (Å):
C (-0.920, 1.767, -1.084)
C (0.698, -2.094, 1.141)
C (-0.042, 0.845, -0.636)
C (-0.613, -1.956, 1.356)
C (-2.081, 2.354, -1.080)
C (1.079, -1.055, 0.225)
N (-3.049, 3.073, -1.219)
N (-1.153, -0.719, 0.899)
N (-0.072, -0.152, 0.245)
H (-0.540, 2.405, -2.003)
H (1.269, -2.899, 1.484)
H (0.936, 0.875, -1.093)
H (-1.348, -2.461, 1.939)
H (1.899, -0.509, 0.585)
H (1.203, -1.338, -0.807)
H (-3.247, 3.878, -0.719)

=====

Which of them is the most stable, and which is the least stable? (b) and (a), in that order.

=====

(a)
An isolated molecule of C3H5FO2, computed with ωB97M-V/def2-TZVPD.

Properties
Highest occupied orbital energy, eV: -10.62
Orbital gap, Ha: 0.4072
SMILES: O=C[C@H](F)CO

Cartesian coordinates (Å):
O (-0.284, 2.224, 0.066)
C (0.511, 1.276, 0.158)
C (0.328, 0.005, -0.630)
F (-0.807, -0.112, -1.684)
C (-0.131, -1.036, 0.368)
O (-1.363, -0.513, 0.943)
H (1.439, 1.415, 0.980)
H (1.217, -0.340, -1.041)
H (-0.136, -1.811, -0.260)
H (0.797, -1.269, 1.048)
H (-1.571, 0.162, 0.052)

=====

(b)
An isolated molecule of C3H5FO2, computed with ωB97M-V/def2-TZVPD.

Properties
Highest occupied orbital energy, eV: -10.57
Orbital gap, Ha: 0.4173
SMILES: COC(=O)CF

Cartesian coordinates (Å):
C (-1.198, -1.010, 1.016)
O (-0.302, 0.076, 0.523)
C (0.042, 0.160, -0.691)
O (-0.163, -0.625, -1.592)
C (1.214, 1.190, -0.788)
F (1.355, 1.985, 0.339)
H (-1.504, -0.817, 2.101)
H (-0.550, -1.965, 1.019)
H (-2.249, -1.169, 0.600)
H (1.156, 1.707, -1.795)
H (2.199, 0.468, -0.731)

=====

(c)
A cluster of 2 separate species, C3H5FO2 in total, computed with ωB97M-V/def2-TZVPD.

Properties
Highest occupied orbital energy (spin up / spin down), eV: -7.29 / -7.29
Orbital gap (spin up / spin down), Ha: 0.2361 / 0.2362

Cartesian coordinates (Å):
C (1.631, -1.287, 0.412)
C (-2.308, 0.061, 0.935)
C (-1.512, -0.485, 0.032)
O (1.888, -0.202, -0.227)
O (-0.479, -1.137, 0.477)
F (-1.690, -0.209, -1.293)
H (1.518, -1.307, 1.483)
H (-2.179, -0.291, 1.938)
H (1.955, -0.356, -1.183)
H (-3.270, 0.241, 0.668)
H (1.400, -2.222, -0.012)

=====

Which of them is the most stable, and which is the least stable? (b) and (c), in that order.